Formula: C46H53CrFN5O9PS2Te
Source: the Open Molecules 2025 dataset
Level of theory: the ωB97M-V functional and the def2-TZVPD basis

Computed properties:
**Multiplicity**: 5
**E_HOMO (spin up / spin down)**: -5.73 / -5.69 eV
**HOMO-LUMO gap (spin up / spin down)**: 0.141 / 0.140 hartree

Each line ends with the Löwdin charge.
Element x y z (Å)
Cr: -0.7733 0.2144 2.2080  0.669
C: 5.8647 5.1105 3.7943  -0.055
C: 4.8794 3.9748 3.9001  -0.274
C: 4.0099 3.6806 2.8551  -0.027
C: 3.1074 2.6304 2.9431  -0.054
C: 3.0778 1.8584 4.0951  -0.274
C: 3.9317 2.1356 5.1573  -0.050
C: 4.8224 3.1932 5.0524  -0.043
S: 2.0198 0.4368 4.1612  0.601
O: 2.5998 -0.5550 3.2990  -0.289
O: 1.8458 0.1287 5.5569  -0.289
N: 0.6556 0.9435 3.4830  -0.179
C: -0.2283 1.7441 4.1934  -0.363
C: -0.0044 2.5667 5.3049  0.007
C: -1.0576 3.3269 5.7576  -0.060
C: -2.3029 3.2743 5.1274  -0.068
C: -2.4450 2.4306 4.0512  -0.105
N: -1.4381 1.6798 3.6132  0.012
H: 5.7462 5.6489 2.8543  0.070
H: 6.8915 4.7423 3.8439  0.080
H: 5.7351 5.8230 4.6113  0.078
H: 4.0365 4.2832 1.9524  0.109
H: 2.4154 2.4299 2.1372  0.068
H: 3.8850 1.5246 6.0495  0.113
H: 5.4876 3.4169 5.8798  0.112
H: 0.9622 2.5891 5.7844  0.105
H: -0.9135 3.9781 6.6117  0.106
H: -3.1347 3.8768 5.4622  0.096
H: -3.3734 2.3445 3.5030  0.121
C: -6.0320 -5.3834 1.0623  -0.064
C: -4.5174 -5.4321 0.9345  -0.190
N: -3.9095 -4.1005 0.9060  -0.030
C: -3.4438 -3.5722 2.0671  0.046
C: -2.8879 -2.3474 2.2105  -0.004
C: -2.3503 -1.9690 3.5870  -0.585
O: -2.8807 -2.5254 4.5415  0.041
O: -1.3756 -1.1570 3.5874  -0.058
C: -2.8281 -1.4945 1.0716  -0.280
O: -2.3703 -0.3434 1.0563  -0.077
C: -3.3426 -2.0539 -0.1907  -0.047
C: -3.2118 -1.2978 -1.3470  0.063
C: -3.5855 -1.8238 -2.5441  -0.184
F: -3.3700 -1.1067 -3.6753  0.056
C: -4.1392 -3.1080 -2.6393  -0.145
C: -4.2943 -3.8496 -1.4910  0.043
C: -3.8570 -3.3517 -0.2538  -0.117
N: -4.5787 -3.6629 -3.8759  -0.115
C: -4.7249 -2.8395 -5.0726  -0.126
C: -5.5715 -3.6539 -6.0809  -0.065
N: -6.2437 -4.7460 -5.2941  0.041
C: -5.2203 -5.7721 -4.8881  -0.071
C: -4.0683 -4.9782 -4.2431  -0.118
H: -6.4417 -6.3928 1.1169  0.077
H: -6.4878 -4.8670 0.2149  0.067
H: -6.3175 -4.8490 1.9689  0.086
H: -4.2081 -5.9743 0.0410  0.109
H: -4.0793 -5.9572 1.7802  0.125
H: -3.5218 -4.2052 2.9436  0.149
H: -2.8014 -0.2977 -1.2843  0.119
H: -4.7842 -4.8122 -1.5522  0.104
H: -3.7685 -2.5904 -5.5370  0.135
H: -5.2303 -1.9128 -4.8182  0.136
H: -4.9627 -4.1366 -6.8415  0.132
H: -6.3357 -3.0526 -6.5650  0.134
H: -7.0555 -5.1482 -5.7560  0.184
H: -6.5132 -4.3022 -4.4083  0.178
H: -4.9051 -6.3113 -5.7779  0.133
H: -5.7069 -6.4585 -4.1985  0.133
H: -3.2398 -4.8808 -4.9547  0.138
H: -3.6900 -5.5037 -3.3733  0.128
C: -0.6869 2.2015 -3.0667  -0.084
C: -1.3582 2.4315 -1.7320  -0.319
O: -0.4241 2.0616 -0.7310  -0.348
P: -0.7980 2.2061 0.8582  0.565
O: -2.1235 2.9201 0.9440  -0.361
Te: 0.4680 -1.3371 -0.6814  0.945
O: 0.4141 3.1833 1.3342  -0.313
C: 0.2515 4.6001 1.3628  -0.279
C: 0.7869 5.2394 0.0959  -0.065
H: -1.3589 2.4721 -3.8866  0.073
H: -0.4062 1.1515 -3.1746  0.055
H: 0.2170 2.8093 -3.1486  0.072
H: -2.2706 1.8323 -1.6436  0.098
H: -1.6656 3.4721 -1.6102  0.109
H: 0.8084 4.9463 2.2359  0.114
H: -0.8026 4.8411 1.5051  0.103
H: 1.8738 5.1469 0.0353  0.054
H: 0.5300 6.3012 0.0686  0.077
H: 0.3568 4.7563 -0.7834  0.069
O: 0.2817 -0.9661 1.2058  -0.994
S: 2.5502 0.8413 -0.2161  0.823
C: 4.1594 0.1969 0.3159  -0.370
C: 4.4878 -1.1631 -0.2262  -0.288
C: 3.9487 -2.3006 0.3712  -0.061
C: 4.2413 -3.5566 -0.1340  -0.085
C: 5.0637 -3.6955 -1.2475  -0.104
C: 5.6004 -2.5668 -1.8512  -0.094
C: 5.3124 -1.3063 -1.3373  -0.061
C: 2.8127 1.0177 -1.9806  -0.431
C: 3.7413 2.1472 -2.3553  -0.276
C: 3.5631 3.4224 -1.8187  -0.049
C: 4.3954 4.4655 -2.1915  -0.080
C: 5.4250 4.2517 -3.1031  -0.101
C: 5.6101 2.9878 -3.6403  -0.091
C: 4.7696 1.9433 -3.2678  -0.057
H: 4.0596 0.1679 1.4007  0.064
H: 4.9182 0.9332 0.0411  0.091
H: 3.2996 -2.1857 1.2323  0.109
H: 3.8215 -4.4335 0.3433  0.102
H: 5.2877 -4.6800 -1.6403  0.093
H: 6.2482 -2.6650 -2.7143  0.095
H: 5.7498 -0.4218 -1.7901  0.101
H: 1.8076 1.1918 -2.3738  0.046
H: 3.1687 0.0644 -2.3795  0.074
H: 2.7671 3.5819 -1.0987  0.082
H: 4.2419 5.4515 -1.7693  0.100
H: 6.0795 5.0660 -3.3877  0.096
H: 6.4101 2.8102 -4.3483  0.098
H: 4.9154 0.9548 -3.6900  0.106

***

Formula: C46H53F6N5O4
Source: the Open Molecules 2025 dataset
Level of theory: the ωB97M-V functional and the def2-TZVPD basis

Computed properties:
**E_HOMO**: -7.68 eV
**SMILES**: CCOC(=O)C(F)(F)F.CCOC(=O)C(F)(F)F.c1cc[nH]c1.c1cc[nH]c1.c1cc[nH]c1.c1cc[nH]c1.c1cc[nH]c1.c1ccccc1.c1ccccc1.c1ccccc1
**HOMO-LUMO gap**: 0.296 hartree

Each line ends with the Löwdin charge.
Element x y z (Å)
C: -0.1711 -4.7112 4.4343  -0.036
C: -0.1945 -3.5874 5.5314  -0.189
O: 0.9996 -2.9090 5.8750  0.023
C: 1.3080 -1.7831 5.1686  -0.311
O: 0.6253 -1.2249 4.3355  0.133
C: 2.7022 -1.1438 5.5422  -0.491
F: 2.5731 0.1617 5.8303  0.144
F: 3.2881 -1.7498 6.6182  0.128
F: 3.6728 -1.1569 4.6257  0.163
H: 0.1667 -4.3094 3.4790  0.046
H: -1.1383 -5.1129 4.1321  0.079
H: 0.3421 -5.6413 4.6786  0.073
H: -0.5422 -3.9333 6.5048  0.126
H: -0.9105 -2.8609 5.1473  0.111
C: -3.9424 3.9545 -1.7473  -0.039
C: -3.2006 3.2279 -2.8818  -0.220
O: -3.8282 2.0061 -3.1323  0.010
C: -3.1731 0.7954 -3.3019  -0.259
O: -1.9495 0.6281 -3.3625  0.111
C: -4.0599 -0.4552 -3.5376  -0.577
F: -3.8478 -1.2691 -2.4879  0.165
F: -5.2898 -0.0506 -3.7100  0.199
F: -3.6823 -1.0575 -4.6614  0.181
H: -3.3329 4.7359 -1.2933  0.078
H: -4.1727 3.2235 -0.9723  0.050
H: -4.8080 4.4543 -2.1821  0.079
H: -2.2627 2.8651 -2.4614  0.092
H: -3.1437 3.9467 -3.6992  0.115
C: -0.4577 3.8825 -5.8787  -0.129
C: -0.6236 4.4006 -4.5939  -0.150
C: 0.2467 3.7481 -3.7581  -0.149
N: 0.9386 2.8071 -4.4846  0.054
C: 0.4921 2.8849 -5.8355  -0.096
H: -1.0047 4.2323 -6.7418  0.090
H: -1.3603 5.1391 -4.3144  0.087
H: 0.4875 3.8564 -2.7108  0.096
H: 1.5962 2.1466 -4.0955  0.086
H: 0.8638 2.1528 -6.5371  0.096
C: 3.8038 1.5561 -3.6414  -0.109
C: 3.9745 2.9309 -3.2867  -0.121
C: 3.3712 3.1157 -2.0853  -0.170
N: 2.8669 1.9375 -1.6343  0.051
C: 3.0586 1.0156 -2.6375  -0.146
H: 4.1541 1.1835 -4.5926  0.098
H: 4.6117 3.6950 -3.7069  0.094
H: 3.4057 4.0251 -1.5037  0.111
H: 2.2773 1.9306 -0.8142  0.099
H: 2.5200 0.0800 -2.6051  0.092
C: -0.9774 2.5496 4.3282  -0.085
C: 0.4369 2.8386 4.6180  -0.094
C: 0.6757 4.1378 4.1724  -0.124
N: -0.4992 4.6160 3.5725  -0.002
C: -1.4975 3.6777 3.6793  -0.139
H: -1.5394 1.7151 4.7210  0.092
H: 1.2083 2.2583 5.1024  0.083
H: 1.5363 4.7807 4.2836  0.108
H: -0.5556 5.5401 3.1689  0.146
H: -2.4774 3.9090 3.2885  0.110
C: 2.2676 -1.8216 -4.4965  -0.126
C: 2.2088 -2.5975 -3.3373  -0.118
C: 0.9287 -2.4424 -2.7815  -0.126
N: 0.2706 -1.5535 -3.5682  0.002
C: 1.0261 -1.1275 -4.6355  -0.110
H: 3.0921 -1.6454 -5.1715  0.087
H: 3.0018 -3.1456 -2.8502  0.091
H: 0.3769 -2.8843 -1.9650  0.089
H: -0.6427 -1.1453 -3.4290  0.107
H: 0.6654 -0.3843 -5.3311  0.098
C: -0.1462 1.8818 -0.6478  -0.154
C: 0.2973 0.6571 -0.1503  -0.103
C: 0.6298 0.9120 1.2204  -0.103
N: 0.3237 2.2506 1.5131  0.048
C: -0.1851 2.8002 0.4037  -0.147
H: -0.4306 1.9993 -1.6830  0.063
H: 0.2710 -0.3277 -0.5929  0.088
H: 0.8490 0.2278 2.0268  0.091
H: 0.3072 2.6567 2.4378  0.065
H: -0.6054 3.7893 0.5100  0.107
C: 3.0715 -1.6201 1.3121  -0.068
C: 3.6196 -0.3941 1.0264  -0.101
C: 5.0085 -0.2335 0.9805  -0.081
C: 5.8474 -1.2956 1.2400  -0.091
C: 5.3367 -2.5316 1.6494  -0.100
C: 3.9810 -2.6764 1.6709  -0.097
H: 1.9937 -1.6755 1.2726  0.072
H: 3.0067 0.4504 0.7477  0.062
H: 5.4175 0.7656 1.0123  0.103
H: 6.9141 -1.1485 1.3226  0.098
H: 5.9076 -3.4260 1.8506  0.102
H: 3.5193 -3.6228 1.9109  0.082
C: -5.7185 0.1041 1.1752  -0.082
C: -4.6863 0.8191 0.5734  -0.090
C: -3.3180 0.5089 0.6819  -0.072
C: -3.0637 -0.5521 1.4623  -0.119
C: -4.0475 -1.3600 1.9974  -0.097
C: -5.3741 -1.0865 1.8034  -0.094
H: -6.7528 0.4077 1.1073  0.101
H: -5.0987 1.6157 -0.0279  0.078
H: -2.6451 1.2626 0.3006  0.090
H: -2.0237 -0.7139 1.7041  0.094
H: -3.6958 -2.1648 2.6259  0.103
H: -6.1255 -1.7761 2.1588  0.102
C: 0.4401 -4.4382 0.7946  -0.122
C: -0.4824 -3.4360 0.5590  -0.098
C: -1.6943 -3.7994 0.0070  -0.106
C: -1.9501 -5.0912 -0.3486  -0.094
C: -1.0535 -6.1128 -0.0355  -0.068
C: 0.1634 -5.7624 0.5825  -0.088
H: 1.3268 -4.3170 1.3991  0.082
H: -0.2277 -2.4169 0.8100  0.083
H: -2.4167 -3.0896 -0.3681  0.098
H: -2.8643 -5.3096 -0.8805  0.104
H: -1.1603 -7.1509 -0.3135  0.098
H: 0.7787 -6.6190 0.8149  0.103

***

| no. | calculated total energy (eV) |
| --- | --- |
| 1 | -143833.556 |
| 2 | -80504.003 |